Record 1
C5H7FN2 in the gas phase, computed with ωB97M-V with the def2-TZVPD basis set.

Calculated values
gap between HOMO and LUMO	10.437	eV
structure (SMILES)	F[C@@H]1CN=CN2C[C@H]12
total energy	-10994.6591	eV
relative energy (zero: lowest compared OMol25 entry of this formula, charge and spin)	38.0	kcal per mole

Structure (ORCA input):
```
! wB97M-V def2-TZVPD RIJCOSX def2/J DEFGRID3
* xyz 0 1
F -0.71714 -1.41238 -0.91679
C -0.65704 -0.95218 0.38730
C -1.52756 0.29648 0.49035
N -0.98871 1.39813 -0.31318
C 0.27481 1.50272 -0.37321
N 1.20858 0.72850 0.35367
C 1.80536 -0.44396 -0.28922
C 0.76597 -0.59869 0.76199
H -1.05547 -1.74006 1.03498
H -2.53966 0.08938 0.11477
H -1.59064 0.59766 1.53532
H 0.71846 2.27640 -0.98074
H 1.51288 -0.68401 -1.31794
H 2.84541 -0.66492 -0.05441
H 1.05497 -0.87568 1.77251
*
```

Record 2
2 unconnected molecules or ions with the total composition C11H14INP in a non-equilibrium geometry, computed with ωB97M-V with the def2-TZVPD basis set.

Calculated values
gap between HOMO and LUMO (spin up / spin down)	5.616 / 5.027	eV
total energy	-30502.7243	eV
relative energy (zero: lowest compared OMol25 entry of this formula, charge and spin)	37.4	kcal per mole

Structure (ORCA input):
```
! wB97M-V def2-TZVPD RIJCOSX def2/J DEFGRID3
* xyz 1 1
C 3.80582 -1.25704 2.30402
C 4.14018 -1.52623 0.87943
C 2.56255 -0.79256 2.67715
C 3.22581 -1.33594 -0.15814
C 0.28527 -0.08837 1.68013
C 1.66151 -0.48095 1.59663
C 1.96332 -0.81633 0.27804
C -0.02890 0.10749 0.40059
C 0.79700 -0.08600 -1.93780
C -3.52625 2.55750 -0.36030
C -3.77794 0.21101 -1.91966
N 0.85917 -0.32252 -0.50054
P -2.93405 0.83051 -0.43100
I -4.04358 -0.29956 1.54868
H 4.64399 -1.24827 2.99207
H 5.05800 -1.98969 0.65799
H 2.48219 -0.54807 3.73999
H 3.49102 -1.61165 -1.14072
H -0.35886 0.27849 2.53699
H 0.71450 -1.06466 -2.50060
H -0.10647 0.38135 -2.18308
H 1.67870 0.37245 -2.38407
H -3.20956 3.12984 0.47234
H -4.58265 2.61769 -0.72494
H -2.88496 2.87787 -1.20086
H -3.73126 -0.90986 -1.96235
H -3.44048 0.57665 -2.82321
H -4.74406 0.43686 -1.53678
*
```

Record 3
C18H29NO3 in the gas phase, computed with ωB97M-V with the def2-TZVPD basis set.

Calculated values
gap between HOMO and LUMO	8.785	eV
structure (SMILES)	C=CCc1ccc(OCCOCCNCCCC)c(OC)c1
total energy	-26767.1572	eV
relative energy (zero: lowest compared OMol25 entry of this formula, charge and spin)	88.4	kcal per mole

Structure (ORCA input):
```
! wB97M-V def2-TZVPD RIJCOSX def2/J DEFGRID3
* xyz 0 1
C 5.88878 -1.69174 3.00896
C 5.69675 -1.53403 1.71359
C 5.95751 -0.26038 0.96474
C 4.67179 0.23722 0.35747
C 3.82895 1.06807 1.06923
C 2.62509 1.49374 0.52517
C 2.24322 1.09065 -0.74190
O 1.10137 1.46481 -1.39591
C 0.12804 2.21801 -0.71705
C -0.68208 1.34748 0.26185
O -1.50127 2.08714 1.13694
C -2.58348 2.79563 0.56273
C -3.65803 1.89663 -0.05222
N -4.20517 1.02861 0.97104
C -5.03354 -0.06047 0.49366
C -4.27776 -1.20696 -0.19533
C -5.20029 -2.31088 -0.71128
C -5.86613 -3.10910 0.40353
C 3.09376 0.23353 -1.47420
O 2.64245 -0.12260 -2.71095
C 3.44486 -0.96672 -3.49593
C 4.29002 -0.17906 -0.91544
H 5.67744 -2.62154 3.50932
H 6.27371 -0.89620 3.62611
H 5.30364 -2.34500 1.11416
H 6.36719 0.48852 1.64391
H 6.68699 -0.45239 0.17334
H 4.10396 1.39333 2.06106
H 1.99489 2.14464 1.10974
H 0.56850 3.06839 -0.18102
H -0.51902 2.60342 -1.51014
H 0.00796 0.80815 0.91689
H -1.25430 0.60650 -0.31088
H -3.01577 3.34072 1.40458
H -2.23000 3.51567 -0.18608
H -4.46582 2.53002 -0.43447
H -3.23134 1.35204 -0.91135
H -3.44531 0.66708 1.54103
H -5.77027 0.36175 -0.19619
H -5.56782 -0.44999 1.36408
H -3.71469 -0.80640 -1.04228
H -3.55900 -1.63325 0.51035
H -4.61209 -2.99426 -1.32914
H -5.96802 -1.86734 -1.34959
H -5.11639 -3.52735 1.07183
H -6.53712 -2.48376 0.98623
H -6.44568 -3.92845 -0.01590
H 4.41675 -0.51197 -3.71615
H 2.89750 -1.11005 -4.42638
H 3.60017 -1.93929 -3.01606
H 4.94916 -0.83260 -1.46571
*
```

Record 4
A molecular structure, C14H37NO6Ti in a non-equilibrium geometry, computed with ωB97M-V with the def2-TZVPD basis set.

Calculated values
gap between HOMO and LUMO (spin up / spin down)	2.162 / 7.119	eV
total energy	-52005.2986	eV

Structure (ORCA input):
```
! wB97M-V def2-TZVPD RIJCOSX def2/J DEFGRID3
* xyz -1 4
Ti -0.29123 1.04899 -1.31464
C 0.89364 1.76082 -5.40979
C 0.16925 0.75400 -4.51470
C 1.17629 -0.29145 -4.03664
O -0.44978 1.43379 -3.48686
H 0.13963 2.43133 -5.82854
H 1.42386 1.27900 -6.23944
H 1.56461 2.36343 -4.79661
H -0.60479 0.24429 -5.12555
H 0.81633 -0.86912 -3.17090
H 2.15703 0.10719 -3.75495
H 1.37081 -1.09217 -4.76966
C -3.45061 3.67513 0.11866
C -2.61454 2.39445 0.05100
C -3.39949 1.22047 0.65182
O -2.24614 2.13289 -1.25354
H -4.32333 3.63086 -0.53944
H -2.81055 4.50305 -0.18888
H -3.85390 3.87207 1.12161
H -1.73560 2.58061 0.71734
H -2.81263 0.28967 0.62043
H -4.32053 1.01111 0.10244
H -3.62390 1.37985 1.71812
C 0.27628 2.05682 3.20210
O 0.33256 0.64839 3.25929
C -0.70147 0.04525 2.51814
C -0.54443 -1.45407 2.55490
N 0.57953 -1.90312 1.73679
C 0.65716 -3.36360 1.60384
C 1.03156 -4.11701 2.87174
O 2.25484 -3.69910 3.45280
C 3.37589 -3.83247 2.63606
H 0.59406 2.43031 2.22508
H 0.98181 2.44342 3.93884
H -0.71650 2.42999 3.48824
H -0.66695 0.42808 1.47735
H -1.67271 0.38071 2.90969
H -1.48055 -1.92676 2.26119
H -0.33742 -1.62990 3.62421
H 1.44294 -1.53636 2.13060
H 1.33953 -3.57940 0.77652
H -0.32768 -3.67638 1.23947
H 1.05411 -5.19835 2.66246
H 0.26186 -3.91227 3.61758
H 4.20563 -3.30930 3.10348
H 3.26314 -3.36905 1.64786
H 3.61852 -4.88958 2.46263
C -1.10939 -1.90524 -0.95624
O 0.02274 -1.05905 -0.66583
H -0.77249 -2.93445 -1.09230
H -1.77631 -1.88417 -0.08823
H -1.63572 -1.52352 -1.82552
H 0.36487 -1.35899 0.22690
C 2.34732 2.42097 -1.59130
O 1.36253 2.39396 -0.52326
H 3.25449 2.91388 -1.23819
H 2.52862 1.38892 -1.88665
H 1.95747 2.98858 -2.43875
H 1.45975 3.23262 0.00720
*
```

Record 5
A molecular structure, C26H23Cl5F5N2O6PPdS3Te in a non-equilibrium geometry, computed with ωB97M-V with the def2-TZVPD basis set.

Calculated values
gap between HOMO and LUMO (spin up / spin down)	6.644 / 5.066	eV
total energy	-171361.8150	eV

Structure (ORCA input):
```
! wB97M-V def2-TZVPD RIJCOSX def2/J DEFGRID3
* xyz 0 5
Pd 9.88644 9.50938 12.03324
O 8.59775 14.53213 10.34522
C 8.37634 14.63330 11.69465
C 8.28936 15.96416 12.25804
C 8.30864 16.15707 13.58212
C 8.43424 15.07061 14.42070
C 8.43930 13.76743 13.91096
C 8.38116 13.47349 12.53792
C 8.36700 12.00870 12.18042
O 8.37640 11.11644 13.03528
N 8.46165 11.79760 10.76628
N 9.20607 10.75313 10.54220
C 9.25033 10.55265 9.17814
S 10.74374 9.84745 8.58635
C 10.23326 9.79439 6.77970
C 9.14974 10.78582 6.53839
S 8.23641 11.28475 8.05600
H 8.58955 13.56100 10.15504
H 8.40528 16.81749 11.58448
H 8.27147 17.16868 14.02651
H 8.46847 15.25241 15.50237
H 8.53481 12.91513 14.59723
H 9.98144 8.73871 6.65081
H 11.14209 9.94366 6.19289
H 8.40042 10.26577 5.86458
H 9.48492 11.78344 6.08443
Cl 11.96268 8.18346 14.36704
C 10.58804 7.28350 13.90870
C 9.63102 7.86717 13.10333
C 8.36749 7.27921 12.85943
Cl 7.13980 8.07134 11.85477
C 8.21366 5.97057 13.34649
Cl 6.74532 5.18429 13.05630
C 9.17528 5.27117 14.13118
Cl 8.94051 3.66397 14.62504
C 10.40814 5.91019 14.35577
Cl 11.71877 5.21125 15.20471
F 12.56042 8.46871 7.82279
Te 11.68105 6.84122 8.73670
F 12.91239 7.14165 10.19617
F 10.46254 5.91591 9.85365
F 11.54926 10.38504 11.21680
F 10.38160 6.93832 7.21923
O 10.56577 8.47514 9.41420
O 20.07806 10.68399 6.44628
C 18.91482 10.02685 6.73217
O 19.00281 8.91797 7.24117
C 17.58528 10.58849 6.34352
C 16.42712 10.15836 7.02224
C 15.13198 10.63162 6.74918
C 14.92816 11.49138 5.64831
S 13.36068 12.03940 5.40579
C 16.11556 11.87509 4.91512
C 17.40050 11.49960 5.25852
H 19.88386 11.62984 6.45167
H 16.57459 9.31784 7.75702
H 14.28817 10.27623 7.35578
H 15.99839 12.48604 4.07545
H 18.23352 12.04037 4.83631
C 16.90847 11.58372 12.91322
P 15.91138 12.15290 14.27408
C 15.08068 10.74944 15.07369
C 14.49610 13.24231 13.59832
O 16.81605 12.85407 15.19875
H 16.60527 10.68930 12.38848
H 17.92268 11.33254 13.37213
H 17.01173 12.32381 12.14374
H 13.99510 10.78761 15.25656
H 15.60608 10.61541 16.03956
H 15.38479 9.89380 14.45648
H 14.38761 14.14342 14.22535
H 13.56032 12.68942 13.61999
H 14.82175 13.45313 12.54910
*
```

Record 6
A molecular structure, C32H25CuGeN3O2 in a non-equilibrium geometry, computed with ωB97M-V with the def2-TZVPD basis set.

Calculated values
gap between HOMO and LUMO (spin up / spin down)	3.019 / 4.608	eV
total energy	-143305.6203	eV
relative energy (zero: lowest compared OMol25 entry of this formula, charge and spin)	0.0	kcal per mole

Structure (ORCA input):
```
! wB97M-V def2-TZVPD RIJCOSX def2/J DEFGRID3
* xyz -2 2
Cu 2.19436 1.70494 -0.57651
O 3.17819 0.67544 2.79581
C 2.53739 1.51067 3.63617
C 2.31750 1.08559 4.92239
C 1.66690 1.95566 5.83147
C 1.04423 3.12917 5.39992
C 1.04880 3.38853 4.05595
C 1.90096 2.69531 3.21500
C 1.79568 2.88464 1.76340
O 2.84001 2.50872 1.04039
N 0.56808 2.98260 1.21803
N 0.54143 2.43209 0.01919
C -0.71080 2.05509 -0.48681
C 0.48806 1.55168 -2.71125
C 0.15167 1.91959 -4.04596
C 1.15131 2.15102 -5.00666
C 2.49056 2.01278 -4.61714
C 2.74821 1.46088 -3.37735
N 1.81350 1.20377 -2.37063
H 3.30181 1.20847 1.95998
H 2.59752 0.09650 5.22758
H 1.63418 1.67766 6.87783
H 0.53026 3.75044 6.10210
H 0.34901 4.07792 3.58494
H -1.66050 2.41608 -0.05771
H -0.91058 2.16414 -4.19021
H 0.88048 2.31514 -6.08540
H 3.34492 2.20992 -5.24211
H 3.79595 1.24789 -3.17302
C -0.60845 1.18176 -1.61120
Ge -0.98584 -0.74119 -0.80118
C -2.40945 -0.53232 0.62472
C -2.17434 -0.86322 1.97091
C -3.05802 -0.47050 2.96574
C -4.30210 0.09313 2.59839
C -4.65279 0.17112 1.27188
C -3.69370 -0.12803 0.27921
C -1.33465 -1.72157 -2.44600
C -0.46252 -2.68468 -2.92112
C -0.66586 -3.18558 -4.19111
C -1.71874 -2.76035 -4.99284
C -2.66404 -1.89084 -4.45153
C -2.42768 -1.31953 -3.18904
C 0.33302 -1.96714 0.08379
C 1.57780 -1.49824 0.41937
C 2.43418 -2.32155 1.15381
C 2.07794 -3.60940 1.50879
C 0.81957 -4.07048 1.15683
C -0.04998 -3.24535 0.46009
H -1.30974 -1.49306 2.22361
H -2.80393 -0.53216 4.00850
H -5.05050 0.42373 3.34543
H -5.66370 0.45499 0.94117
H -3.99384 -0.00092 -0.76481
H 0.33957 -3.10886 -2.31914
H -0.02473 -3.96948 -4.59603
H -1.88263 -3.17101 -6.02238
H -3.55803 -1.63193 -4.99505
H -3.16608 -0.61277 -2.82149
H 1.83624 -0.43974 0.19195
H 3.34259 -1.89990 1.57303
H 2.75705 -4.21650 2.08963
H 0.50301 -5.06885 1.41384
H -0.98870 -3.64191 0.13280
*
```